{"formula": "C6H12N2", "method": "the ωB97M-V functional and the def2-TZVPD basis", "species": ["C", "C", "C", "C", "N", "C", "C", "N", "H", "H", "H", "H", "H", "H", "H", "H", "H", "H", "H", "H"], "xyz": [[0.7727, -0.7661, 0.2998], [0.6766, -0.6801, 1.7968], [0.5293, 2.1833, -0.2348], [-1.3558, -0.3511, -0.2298], [0.8402, -2.0681, -0.1887], [-1.2879, 0.6191, -1.2097], [-0.1634, 1.4224, -1.3196], [-2.0223, -1.2837, 0.2578], [1.5438, -0.1497, -0.1436], [0.9107, -2.1438, -1.1935], [0.1151, -2.6730, 0.1746], [-2.5818, -1.8368, -0.3984], [-2.0920, 0.6800, -1.9520], [0.0246, 1.8321, -2.3125], [-0.2224, -1.1958, 2.1432], [1.5514, -1.1481, 2.2641], [0.6241, 0.3551, 2.1286], [0.3974, 3.2582, -0.4125], [0.1298, 1.9438, 0.7473], [1.6098, 2.0023, -0.2171]], "forces_ev_per_angstrom": [[-2.13, 0.24, 0.62], [0.29, -0.16, -0.03], [0.57, -0.67, 0.24], [2.83, -0.37, 2.61], [0.27, -0.29, -0.08], [0.97, 1.17, -1.82], [-2.06, 0.26, -0.41], [0.43, -1.01, -0.79], [-0.23, 0.24, -0.17], [-0.05, 0.03, 0.05], [-0.08, 0.06, 0.02], [-0.77, 0.60, 0.23], [0.33, -0.07, -0.34], [-0.23, 0.20, 0.03], [0.02, -0.04, -0.04], [-0.05, -0.02, 0.07], [0.02, 0.00, 0.01], [-0.08, -0.22, -0.13], [-0.02, -0.05, -0.05], [-0.03, 0.10, -0.01]], "charge": 0, "homo_energy_ev": [-6.68, -6.68], "homo_lumo_gap_ev": [6.7, 6.7]}

---

{"formula": "C6H12N2", "method": "the ωB97M-V functional and the def2-TZVPD basis", "species": ["C", "C", "C", "C", "C", "C", "N", "N", "H", "H", "H", "H", "H", "H", "H", "H", "H", "H", "H", "H"], "xyz": [[0.5084, -0.4848, -0.8120], [1.4637, -0.1507, 0.3419], [-1.0070, -0.4114, -0.4457], [2.8326, -0.0684, -0.2050], [-1.6281, -1.6529, 0.3416], [-1.6250, 1.7846, 0.3939], [0.6120, 1.0153, 0.0021], [-0.7616, 0.6501, 0.4864], [0.8923, -0.5084, -1.8889], [1.4051, -0.6386, 1.3614], [-1.6319, -0.0922, -1.2364], [3.5941, -0.9332, 0.0400], [3.3689, 0.7766, 0.2595], [2.6317, 0.1704, -1.1763], [-1.9130, -1.2766, 1.3239], [-0.8510, -2.3395, 0.5609], [-2.4782, -2.0864, -0.1312], [-2.4443, 1.8738, 1.1225], [-0.9724, 2.6773, 0.2738], [-1.9962, 1.6951, -0.6125]], "forces_ev_per_angstrom": [[-0.27, 2.22, 0.04], [-2.07, -1.55, 0.70], [1.32, -2.44, 2.25], [2.78, -0.25, 3.35], [0.55, 2.11, -0.30], [0.63, 0.97, -1.29], [0.09, -2.43, -1.13], [1.53, 0.33, 1.63], [-0.57, -0.15, 1.78], [-0.56, 0.69, -1.19], [-0.52, 0.28, -1.20], [-2.11, 1.17, -0.96], [-0.29, 0.02, -0.22], [0.82, 0.34, -3.00], [-0.28, 0.11, -0.11], [0.64, -1.01, -0.13], [-0.47, -0.54, -0.47], [0.59, -0.11, -0.08], [-0.57, -0.29, 0.89], [-1.24, 0.52, -0.57]], "smiles": "C[C@@H]1[C@@H]2[C@@H](C)N2N1C", "charge": 0, "homo_energy_ev": -8.32, "homo_lumo_gap_ev": 9.5}

---

no.,calculated total energy (a.u.)
1,-345.1650
2,-345.1633